[1]
Molecular formula: C2H2N2PS
Method: DFT, ωB97M-V/def2-TZVPD

Positions of all 8 atoms, in Å:
C (-0.055, -0.796, 0.603)
C (-0.869, 0.425, 0.657)
N (1.000, -0.788, -0.106)
N (-0.531, 1.444, 0.015)
P (1.396, 0.661, -0.858)
S (1.147, 0.322, -2.781)
H (-0.324, -1.682, 1.176)
H (-1.763, 0.415, 1.294)

Its spin multiplicity is 1. As for the total charge: -1. The calculation puts the total energy at -25211.5143 eV. Its relative energy (zero: lowest compared OMol25 entry of this formula, charge and spin) is 0.554 eV.

Atomic partial charges in e from the Mulliken method, atoms 1 to 5:
1 C -0.204
2 C 0.182
3 N -0.407
4 N -0.727
5 P 0.031


[2]
Molecular formula: CH4N2ORb
Method: DFT, ωB97M-V/def2-TZVPD

Positions of all 9 atoms, in Å:
Rb (-2.149, 2.053, 2.674)
C (-0.146, 0.012, -0.144)
O (-1.021, 0.610, 0.410)
N (1.042, -0.009, 0.334)
N (-0.207, -0.649, -1.254)
H (1.799, -0.605, 0.031)
H (1.205, 0.380, 1.252)
H (0.603, -0.782, -1.841)
H (-1.127, -1.011, -1.463)

Its spin multiplicity is 2. As for the total charge: +2. The calculation puts the total energy at -6766.8590 eV. As for the expectation value of S²: 0.77.

Atomic partial charges in e from the Mulliken method, atoms 1 to 5:
1 Rb 1.019
2 C 0.625
3 O -0.486
4 N -0.199
5 N -0.102


[3]
Molecular formula: C12H65BF4N3O20V
Method: DFT, ωB97M-V/def2-TZVPD

Positions of all 106 atoms, in Å:
O (0.449, 0.037, 1.134)
V (-1.121, -0.276, 1.158)
B (-0.171, 2.333, 4.962)
F (0.959, 2.265, 4.087)
F (0.128, 2.710, 6.236)
F (-1.265, 3.072, 4.446)
F (-0.596, 0.914, 4.927)
O (4.185, 0.162, 3.774)
H (4.855, 0.249, 3.071)
H (4.412, 0.832, 4.428)
O (-4.260, 1.657, -0.419)
H (-4.744, 1.506, 0.418)
H (-4.933, 2.006, -1.080)
O (-1.888, 4.022, 0.195)
H (-1.042, 4.115, 0.672)
H (-2.237, 4.923, 0.264)
O (0.891, 2.304, -0.806)
H (0.651, 2.871, -1.532)
H (0.530, 2.873, -0.079)
O (-1.246, -6.483, -0.720)
H (-0.945, -6.382, -1.624)
H (-2.031, -7.009, -0.743)
O (-0.990, -1.796, -0.157)
H (-0.875, -2.733, 0.133)
H (-0.379, -1.587, -0.870)
O (-3.818, -0.888, -1.782)
H (-4.695, -1.145, -2.073)
H (-3.839, 0.036, -1.425)
O (-0.459, 5.411, 3.572)
H (-0.975, 4.886, 4.185)
H (0.162, 5.978, 4.082)
O (-3.113, -1.024, 0.815)
H (-3.813, -0.409, 1.084)
H (-3.355, -1.444, -0.067)
O (-1.395, -4.120, 0.671)
H (-1.513, -4.181, 1.640)
H (-1.436, -5.097, 0.323)
O (-5.251, 0.655, 2.012)
H (-5.873, 0.171, 2.552)
H (-4.545, 0.893, 2.655)
O (-3.381, 0.476, 4.364)
H (-3.768, 0.810, 5.194)
H (-2.416, 0.349, 4.465)
O (0.075, 3.267, 1.781)
H (0.238, 4.009, 2.345)
H (0.699, 2.586, 2.000)
O (-1.242, -1.395, 2.756)
H (-2.174, -1.578, 3.061)
H (2.229, -0.515, 2.989)
O (-1.378, 0.844, -0.745)
H (-0.528, 1.290, -0.908)
H (-2.146, 1.500, -0.684)
O (-1.813, 1.364, 2.034)
H (-1.627, 1.489, 3.013)
H (-1.766, 2.261, 1.686)
C (0.939, -1.390, 5.929)
C (1.855, -1.605, 4.776)
C (1.817, -3.033, 4.395)
O (2.147, -3.111, 2.980)
C (2.594, -4.416, 2.625)
N (1.408, -0.729, 3.612)
H (1.369, -2.069, 6.651)
H (-0.084, -1.363, 5.534)
H (1.114, -0.425, 6.332)
H (2.885, -1.381, 5.059)
H (0.842, -3.466, 4.626)
H (2.614, -3.478, 5.003)
H (2.017, -5.241, 3.086)
H (3.647, -4.530, 3.024)
H (2.392, -4.525, 1.585)
H (0.876, -1.324, 2.959)
H (0.875, 0.085, 3.759)
C (-1.589, -2.690, -3.601)
C (-0.202, -3.387, -3.594)
C (0.842, -2.229, -3.499)
O (0.744, -1.381, -2.396)
C (1.675, -0.287, -2.507)
N (-0.108, -4.508, -2.653)
H (-2.372, -3.380, -3.909)
H (-1.633, -1.928, -4.360)
H (-1.871, -2.206, -2.643)
H (-0.086, -3.855, -4.565)
H (0.651, -1.611, -4.396)
H (1.851, -2.631, -3.527)
H (2.675, -0.620, -2.830)
H (1.686, 0.246, -1.588)
H (1.291, 0.413, -3.196)
H (-0.507, -4.286, -1.754)
H (0.886, -4.814, -2.535)
C (1.691, 4.293, -4.477)
C (2.679, 3.515, -5.363)
C (1.873, 3.092, -6.609)
O (2.498, 2.317, -7.653)
C (2.626, 0.982, -7.231)
N (3.829, 4.378, -5.640)
H (1.192, 3.595, -3.831)
H (0.950, 4.748, -5.158)
H (2.313, 5.038, -3.950)
H (3.065, 2.672, -4.826)
H (1.424, 3.898, -7.167)
H (1.084, 2.496, -6.123)
H (1.688, 0.476, -6.979)
H (3.288, 0.994, -6.357)
H (3.085, 0.411, -8.089)
H (3.558, 5.224, -6.144)
H (4.497, 3.961, -6.253)

Its spin multiplicity is 2. As for the total charge: +1. The calculation puts the total energy at -96157.6110 eV. As for the expectation value of S²: 0.77.

Atomic partial charges in e from the Mulliken method, atoms 1 to 5:
1 O -0.603
2 V 2.320
3 B 0.652
4 F -0.530
5 F -0.257